*one*
The following is a DFT calculation (wB97M-V/def2-TZVPD) of a 12-piece molecular cluster, C26H76O12 overall.

The geometry in XYZ format:
```
114
Properties=species:S:1:pos:R:3:mulliken_charge:R:1
O -3.354 -0.891 -1.151 -0.594
O 3.688 -1.681 -1.082 -0.402
O -2.075 1.171 3.546 -0.432
O 0.555 -2.595 2.282 -0.521
O 0.279 0.407 4.715 -0.519
O -1.387 1.686 -5.886 -0.593
O 3.183 -3.120 -3.692 -0.619
O 0.894 -1.111 -0.628 0.391
O 5.679 -1.057 3.596 -0.560
O -0.136 6.265 1.011 -0.572
O -1.269 -2.760 -1.296 0.101
O -2.854 1.265 0.511 -0.046
C -1.144 -3.689 -2.290 1.039
C 4.001 -2.577 -0.043 -0.524
C 1.670 1.106 -1.130 -1.264
C -1.336 0.917 -3.508 0.437
C 1.568 -1.600 -4.532 -1.083
C 1.229 5.860 1.016 0.177
C 1.340 4.412 1.567 -0.438
C 2.529 -3.246 -6.081 -1.610
C 0.365 2.594 -4.498 -1.225
C -4.252 -1.901 -0.682 -0.649
C 2.136 -3.003 -4.604 1.298
C 1.956 6.791 1.976 -1.344
C -0.780 -2.976 1.897 -0.456
C 0.001 -0.777 5.469 1.088
C -2.244 3.454 1.215 -1.405
C -2.817 2.563 0.060 1.784
C -3.232 0.474 4.033 -0.927
C -4.122 3.026 -0.538 -1.754
C -1.062 2.088 -4.560 0.443
C 4.331 -1.171 3.633 -0.292
C -0.488 -0.225 6.831 -1.357
C 1.183 -1.702 5.587 -1.468
C -1.915 -5.007 -1.847 -1.535
C -1.575 -3.170 -3.620 -1.223
C 0.581 0.240 -0.380 1.949
C 0.631 0.394 1.193 -0.934
H -0.820 -3.959 1.426 0.302
H 0.892 -2.624 6.090 0.392
H -2.149 0.333 -3.938 0.396
H 1.652 6.001 0.022 0.350
H -0.827 -1.272 4.963 -0.052
H -4.833 3.292 0.244 0.403
H 1.083 1.946 -5.001 0.279
H 3.981 -0.884 4.625 0.289
H 3.809 -0.544 2.910 0.079
H 0.679 1.471 1.359 0.012
H 0.522 3.506 -5.074 0.402
H 2.474 1.160 -0.397 0.532
H 1.224 2.069 -1.380 0.077
H -1.805 1.288 -2.596 -0.493
H 1.378 3.685 0.756 -0.317
H -3.229 -0.614 3.979 0.329
H -3.201 0.698 -0.181 -0.060
H -1.693 4.254 0.721 0.441
H -2.235 1.522 2.667 -0.031
H -0.455 6.205 1.914 0.376
H 0.851 -1.969 1.616 0.037
H -2.122 -5.681 -2.677 0.418
H 0.856 -1.444 -5.343 0.496
H 0.756 2.737 -3.491 0.205
H -1.371 -2.253 1.336 0.035
H 3.054 -2.435 -6.585 0.353
H 3.515 -2.345 0.904 0.019
H 2.344 4.279 1.970 0.459
H 0.990 -1.538 -3.611 -0.353
H 1.410 -3.701 -4.188 -0.134
H 4.389 -1.034 -1.185 0.224
H -3.352 0.642 5.103 0.327
H -1.735 2.891 -4.260 0.265
H -2.663 -3.137 -3.565 0.401
H -3.602 -2.551 -0.096 0.198
H 5.073 -2.464 0.123 0.380
H -0.384 0.386 -0.865 -0.754
H 0.252 0.290 7.443 0.336
H -2.211 2.489 -0.843 -0.333
H 1.611 6.548 2.981 0.345
H 1.822 -1.247 -0.834 -0.281
H 1.308 -0.266 1.735 0.206
H 5.974 -0.298 4.104 0.325
H -3.084 3.814 1.808 0.375
H -4.501 2.197 -1.136 0.370
H -4.151 0.915 3.646 0.344
H -4.026 3.926 -1.146 0.392
H -1.404 -5.616 -1.101 0.363
H -0.501 -2.192 -1.194 -0.151
H 1.651 -2.012 4.653 0.185
H -1.272 -3.257 2.828 0.460
H 3.021 6.585 1.872 0.376
H 1.680 -3.397 -6.748 0.384
H -1.093 -2.232 -3.893 -0.073
H -0.327 0.095 1.618 0.167
H -0.510 0.278 -3.195 -0.513
H -2.606 -1.389 -1.489 0.175
H -4.844 -2.353 -1.478 0.242
H -1.230 0.525 6.558 0.291
H -2.858 -4.654 -1.429 0.270
H 1.783 7.845 1.758 0.353
H 4.051 -2.208 3.445 0.152
H 1.977 -1.319 6.228 0.387
H 3.863 -3.649 -0.180 0.275
H -2.284 1.348 -5.929 0.346
H -1.285 -3.908 -4.369 0.531
H -0.571 0.695 4.376 0.472
H 0.556 4.170 2.285 0.204
H 2.355 -0.847 -4.586 0.557
H 2.073 0.704 -2.060 0.132
H -1.634 3.030 2.013 0.215
H 3.112 -2.428 -3.031 0.283
H -4.914 -1.416 0.036 0.324
H 3.110 -4.164 -6.179 0.410
H -0.094 -3.974 -2.342 0.092
H -1.010 -1.002 7.390 0.368
```

Computed properties:
* SMILES string: CC(C)O.CC(C)O.CC(C)O.CC(C)O.CC(C)O.CC(C)O.CC(C)O.CO.CO.CO.CO.CO
* HOMO level: -9.2 eV

*two*
The following is a DFT calculation (wB97M-V/def2-TZVPD) of a 12-piece molecular cluster, C26H76O12 overall.

The geometry in XYZ format:
```
114
Properties=species:S:1:pos:R:3:mulliken_charge:R:1
O -3.435 5.253 1.597 -0.548
O 4.251 7.789 4.486 -0.491
O 0.392 0.946 -0.449 -0.564
O -3.036 0.053 11.665 -0.563
O 8.447 4.550 3.552 -0.497
O 4.395 -9.143 -1.171 -0.558
O 8.410 0.754 -4.122 -0.549
O -6.345 -6.490 -5.119 -0.506
O 0.105 -2.594 -8.152 -0.525
O 4.397 4.806 -3.510 -0.462
O -6.226 1.317 -1.344 -0.474
O -8.864 -2.681 2.635 -0.563
C 0.799 -0.498 -8.156 -1.289
C -4.710 7.152 2.188 -1.341
C -10.702 -3.282 4.167 -1.236
C -0.273 -1.389 -8.768 0.514
C 5.282 -7.649 0.410 -1.286
C 3.428 7.558 3.382 -0.539
C 4.268 -8.765 0.160 0.529
C -5.674 -5.497 -4.311 -0.450
C 4.360 -9.954 1.161 -1.112
C -9.340 -1.172 4.492 -1.291
C 4.759 5.863 -4.332 -0.535
C 0.710 -0.189 0.231 0.503
C -2.795 7.179 0.560 -1.370
C -0.151 -1.457 -10.332 -1.254
C -9.955 -2.161 3.410 0.502
C -6.034 1.761 -2.648 -0.496
C 0.831 0.092 1.702 -1.194
C -3.228 0.954 9.482 -1.286
C 8.238 -0.187 -6.314 -1.212
C -2.233 -1.305 9.945 -1.267
C 7.989 -0.403 -4.776 0.387
C 8.594 -1.656 -4.137 -1.212
C -3.360 6.635 1.865 0.683
C -0.333 -1.217 -0.175 -1.316
C 8.127 3.918 2.331 -0.515
C -2.411 0.174 10.423 0.559
H 9.606 -1.871 -4.481 0.295
H -1.858 -1.435 8.930 0.347
H 3.231 -8.434 0.223 0.189
H -2.459 -0.416 12.272 0.327
H -3.148 -1.893 10.026 0.335
H 6.911 -0.543 -4.694 0.267
H -6.394 0.937 -3.266 0.204
H 7.944 -1.105 -6.823 0.350
H -0.466 -3.265 -8.533 0.305
H 1.178 -0.793 2.236 0.340
H 3.986 7.490 2.448 0.238
H 8.915 3.228 2.028 0.266
H 8.621 3.831 4.164 0.303
H -4.712 8.213 2.437 0.358
H -5.723 1.898 -0.767 0.293
H -2.798 1.009 8.482 0.366
H 7.987 -2.538 -4.342 0.356
H -4.888 -5.906 -3.676 0.238
H 5.279 -6.860 -0.342 0.396
H -6.438 -4.976 -3.734 0.231
H 3.965 6.607 -4.264 0.207
H 0.660 0.464 -8.649 0.358
H -5.075 -4.905 -5.002 0.195
H -8.599 -1.640 5.140 0.369
H 4.857 5.534 -5.366 0.245
H -10.100 -3.602 5.018 0.303
H -1.311 -1.129 -8.560 0.222
H -6.541 2.687 -2.919 0.236
H 0.784 -0.278 -7.089 0.324
H -2.669 8.261 0.582 0.355
H -10.630 -1.672 2.708 0.190
H -0.495 -1.287 -1.251 0.311
H 1.816 -0.791 -8.417 0.324
H 9.352 0.860 -4.268 0.341
H -2.650 6.740 2.685 0.166
H -8.325 -1.955 2.312 0.316
H 0.828 -1.756 -10.705 0.336
H -10.941 -4.127 3.521 0.343
H 2.817 6.662 3.491 0.242
H 3.512 -9.867 1.840 0.292
H -4.972 1.853 -2.875 0.238
H 6.305 -8.009 0.518 0.315
H -2.717 4.974 1.024 0.299
H -4.231 0.531 9.434 0.328
H 7.802 0.680 -6.810 0.301
H -10.097 -0.868 5.216 0.331
H -0.472 -0.519 -10.785 0.338
H -6.861 -7.064 -4.548 0.292
H -0.042 -2.174 0.257 0.353
H -11.696 -2.979 4.496 0.357
H 9.310 -0.169 -6.512 0.336
H 2.764 8.385 3.134 0.234
H -1.542 -1.858 10.580 0.347
H -0.162 0.351 2.068 0.311
H 7.130 3.482 2.383 0.239
H 4.300 -8.355 -1.711 0.295
H 5.689 6.364 -4.062 0.246
H -8.772 -0.304 4.158 0.379
H -0.825 -2.217 -10.726 0.348
H 5.270 -10.006 1.759 0.291
H -5.158 6.730 3.088 0.345
H -1.815 6.725 0.410 0.394
H 5.232 4.332 -3.507 0.299
H 5.080 -7.144 1.355 0.324
H -3.283 1.970 9.873 0.305
H -3.450 6.898 -0.265 0.345
H -5.455 6.900 1.433 0.315
H 1.199 1.345 -0.782 0.334
H 8.719 -1.457 -3.073 0.340
H 8.099 4.668 1.541 0.203
H 5.067 7.302 4.353 0.315
H -1.304 -0.969 0.254 0.326
H 1.569 0.882 1.845 0.279
H 1.690 -0.431 -0.182 0.317
H 4.358 -10.910 0.638 0.326
H -1.433 0.622 10.596 0.202
```

Computed properties:
* SMILES string: CC(C)O.CC(C)O.CC(C)O.CC(C)O.CC(C)O.CC(C)O.CC(C)O.CO.CO.CO.CO.CO
* HOMO level: -10.0 eV

Stability summary: most stable *one*, least stable *two*.

*one*
The following is a DFT calculation (wB97M-V/def2-TZVPD) of a 2-piece molecular cluster, C2H9NS overall.

The geometry in XYZ format:
```
13
Properties=species:S:1:pos:R:3:mulliken_charge:R:1
S -2.157 -0.266 -0.164 -0.077
N 2.933 -0.725 -0.185 -0.624
C -1.765 1.472 -0.538 -0.749
C -0.809 -0.780 0.894 -0.684
H 0.075 -0.113 0.900 0.272
H 2.680 -1.730 -0.454 0.217
H 2.233 -0.157 -0.744 0.214
H -1.364 -0.939 1.951 0.226
H -1.445 1.582 -1.602 0.254
H 3.957 -0.446 -0.092 0.201
H -2.820 1.978 -0.569 0.244
H -0.966 1.959 0.032 0.288
H -0.552 -1.835 0.571 0.219
```

Computed properties:
* SMILES string: CSC.N
* HOMO level: -8.2 eV

*two*
The following is a DFT calculation (wB97M-V/def2-TZVPD) of a 2-piece molecular cluster, C2H9NS overall.

The geometry in XYZ format:
```
13
Properties=species:S:1:pos:R:3:mulliken_charge:R:1
S -0.595 -0.490 -2.321 -0.336
N 0.204 -0.912 1.058 -0.544
C 0.952 0.111 1.790 -0.292
C 0.209 1.465 1.834 -0.975
H -0.584 -1.215 1.633 0.232
H 0.808 2.213 2.358 0.331
H -0.379 -0.516 0.314 0.144
H 1.228 -0.294 2.752 0.338
H 1.844 0.368 1.219 0.232
H 0.078 1.814 0.811 0.238
H -0.774 1.422 2.298 0.311
H -1.438 0.542 -2.455 0.171
H 0.308 0.258 -1.650 0.150
```

Computed properties:
* SMILES string: CCN.S
* HOMO level: -9.3 eV

Stability summary: most stable *two*, least stable *one*.

*one*
The following is a DFT calculation (wB97M-V/def2-TZVPD) of a 3-piece molecular cluster, C2H9NS overall.

The geometry in XYZ format:
```
13
Properties=species:S:1:pos:R:3:mulliken_charge:R:1
S 0.229 -2.058 0.480 -0.113
N -2.743 1.727 -0.727 -0.657
C -0.118 -0.320 0.592 -0.430
C 1.125 -0.734 1.327 -0.487
H 3.847 -0.657 -1.523 -0.026
H -3.756 1.574 -0.745 0.237
H -2.363 0.946 -0.224 0.204
H -2.508 1.497 -1.691 0.235
H 3.847 -1.362 -1.642 0.025
H 0.154 0.293 -0.261 0.276
H 2.097 -0.575 0.879 0.205
H -0.931 0.107 1.164 0.273
H 1.119 -0.438 2.371 0.258
```

Computed properties:
* SMILES string: [H][H].C1CS1.N
* HOMO level: -9.0 eV

*two*
The following is a DFT calculation (wB97M-V/def2-TZVPD) of a 4-piece molecular cluster, C2H9NS overall.

The geometry in XYZ format:
```
13
Properties=species:S:1:pos:R:3:mulliken_charge:R:1
S -0.331 -0.166 -0.315 -0.145
N 2.260 -2.142 0.972 -0.637
C 0.571 0.376 -1.850 -0.393
C -0.512 1.318 -1.425 -0.576
H 0.476 -0.427 -2.630 0.309
H 2.699 -2.961 0.553 0.222
H -4.488 1.240 3.690 -0.007
H -4.253 2.058 3.793 0.008
H 1.732 -1.681 0.293 0.193
H 1.557 0.879 -1.621 0.233
H 1.608 -2.397 1.721 0.235
H -0.189 2.334 -0.956 0.246
H -1.129 1.570 -2.225 0.311
```

Computed properties:
* HOMO level: -9.1 eV

Stability summary: most stable *one*, least stable *two*.

*one*
The following is a DFT calculation (wB97M-V/def2-TZVPD) of a 2-piece molecular cluster, C2H9NS overall.

The geometry in XYZ format:
```
13
Properties=species:S:1:pos:R:3:mulliken_charge:R:1
S 0.322 -0.590 -0.703 -0.113
N 2.123 1.980 0.266 -0.643
C -1.121 0.539 -0.396 -0.791
C -0.637 -2.080 -0.116 -0.752
H 2.960 1.869 0.741 0.228
H -1.802 0.290 -1.373 0.257
H -1.778 -1.964 -0.231 0.266
H -0.477 -2.086 1.028 0.250
H 1.588 2.113 1.232 0.245
H -0.257 -3.013 -0.671 0.288
H -1.712 0.186 0.525 0.261
H -0.888 1.666 -0.419 0.337
H 1.678 1.090 0.118 0.168
```

Computed properties:
* SMILES string: CSC.N
* HOMO level: -8.7 eV

*two*
The following is a DFT calculation (wB97M-V/def2-TZVPD) of a 2-piece molecular cluster, C2H9NS overall.

The geometry in XYZ format:
```
13
Properties=species:S:1:pos:R:3:mulliken_charge:R:1
S 0.924 -0.416 0.336 -0.128
N -2.400 -0.823 -0.588 -0.614
C -0.074 0.878 1.367 -0.886
C 1.221 0.652 -1.166 -0.654
H -3.022 -0.052 -1.040 0.211
H 2.310 0.853 -1.267 0.294
H -3.091 -1.536 -0.904 0.230
H -1.450 -0.916 -0.884 0.179
H -0.885 0.076 1.551 0.287
H 0.744 1.546 -0.662 0.181
H -0.498 1.561 0.636 0.294
H 0.326 1.304 2.220 0.338
H 0.704 0.400 -2.127 0.269
```

Computed properties:
* SMILES string: CSC.N
* HOMO level: -8.6 eV

Stability summary: most stable *one*, least stable *two*.